DFT (the ωB97M-V functional and the def2-TZVPD basis) results for a gas-phase ion, C3H6N3 (charge +1) in a non-equilibrium geometry.

Last column: Mulliken charge in e.
CARTESIAN COORDINATES (ANGSTROEM)
C1 0.081 0.665 -0.010  0.51
C2 1.372 1.115 -0.079  -0.74
C3 -1.949 -0.887 -0.111  -0.75
N1 -0.770 -0.149 0.038  -0.01
N2 2.327 -0.360 -0.013  0.29
N3 1.934 -1.444 0.103  -0.39
H1 1.771 1.474 -0.966  0.36
H2 1.855 1.609 0.679  0.37
H3 -1.744 -1.683 -0.684  0.35
H4 -2.315 -1.185 0.817  0.35
H5 -2.847 -0.414 -0.398  0.39
H6 3.178 0.124 -0.095  0.27

Computed properties:
LUMO level (spin up / spin down) in eV: -4.777 / -4.777
ΔE to the lowest compared entry with this formula, charge and spin in kcal per mole: 103.8
E_HOMO (spin up / spin down) in hartree: -0.508 / -0.507
Total charge: +1
HOMO-LUMO gap (spin up / spin down) in eV: 9.03 / 9.03
Molar mass in g/mol: 84.10

DFT (the ωB97M-V functional and the def2-TZVPD basis) results for a molecular structure, C21H24Ge2NiO4S.

Last column: Mulliken charge in e.
CARTESIAN COORDINATES (ANGSTROEM)
Ni1 0.369 -0.038 -0.186  -0.04
O1 -2.714 -1.369 1.003  -0.71
S1 -1.295 -1.655 0.918  1.43
O2 -0.860 -2.903 1.485  -0.68
O3 -0.486 -0.467 1.501  -0.64
O4 -0.815 -1.519 -0.548  -0.63
C1 1.673 4.309 -0.436  -1.47
Ge1 0.380 3.600 -1.738  0.46
C2 1.362 2.873 -3.271  -1.25
C3 -0.561 5.174 -2.411  -1.27
Ge2 -1.009 1.892 -0.718  0.05
C4 -2.364 1.359 -2.033  0.25
C5 -3.359 0.442 -1.680  0.09
C6 -4.337 0.075 -2.594  -0.94
C7 -4.331 0.601 -3.880  -0.36
C8 -3.334 1.491 -4.252  -0.73
C9 -2.356 1.860 -3.334  0.36
C10 -1.980 2.736 0.755  0.23
C11 -2.837 1.994 1.575  0.07
C12 -3.556 2.616 2.588  -0.88
C13 -3.423 3.982 2.811  -0.36
C14 -2.561 4.726 2.018  -0.76
C15 -1.844 4.102 1.003  0.39
H1 2.621 4.510 -0.940  0.47
H2 1.857 3.621 0.389  0.43
H3 1.300 5.243 -0.011  0.42
H4 2.308 3.407 -3.383  0.45
H5 0.780 2.997 -4.186  0.44
H6 1.581 1.813 -3.144  0.32
H7 0.192 5.835 -2.849  0.48
H8 -1.075 5.707 -1.611  0.38
H9 -1.294 4.918 -3.177  0.37
H10 -3.361 -0.007 -0.692  0.18
H11 -5.099 -0.637 -2.301  0.40
H12 -5.092 0.308 -4.593  0.35
H13 -3.310 1.896 -5.257  0.38
H14 -1.582 2.546 -3.654  -0.02
H15 -2.933 0.922 1.437  0.27
H16 -4.215 2.025 3.213  0.40
H17 -3.982 4.462 3.605  0.35
H18 -2.441 5.789 2.188  0.39
H19 -1.174 4.704 0.403  -0.13
C16 4.942 -0.498 -1.395  -0.34
C17 4.094 -1.600 -1.400  -0.59
C18 2.766 -1.460 -1.014  -0.03
C19 2.255 -0.224 -0.619  -0.59
C20 3.122 0.869 -0.614  0.46
C21 4.455 0.740 -0.997  -0.68
H20 5.976 -0.604 -1.699  0.35
H21 4.467 -2.571 -1.706  0.36
H22 2.117 -2.328 -1.018  0.47
H23 2.766 1.847 -0.307  0.28
H24 5.108 1.606 -0.986  0.38

Computed properties:
LUMO level (spin up / spin down) in eV: 2.706 / 1.180
E_HOMO (spin up / spin down) in hartree: -0.179 / -0.232
Total charge: -1
HOMO-LUMO gap (spin up / spin down) in eV: 7.57 / 7.49
Molar mass in g/mol: 576.40
<S²>: 3.760
Spin multiplicity: 4

DFT (the ωB97M-V functional and the def2-TZVPD basis) results for 2 unconnected molecules or ions with the total composition C2H7NO2 in a non-equilibrium geometry.

Last column: Mulliken charge in e.
CARTESIAN COORDINATES (ANGSTROEM)
C1 1.895 1.125 1.729  -0.96
C2 0.733 0.243 1.321  0.68
N1 0.966 -0.908 0.736  -0.37
O1 -0.448 0.629 1.517  -0.65
H1 1.648 2.081 2.219  0.26
H2 2.433 1.339 0.790  0.29
H3 2.563 0.551 2.393  0.30
H4 1.948 -1.187 0.674  0.21
H5 0.228 -1.587 0.535  0.25
O2 -4.263 -1.002 -3.804  -0.65
H6 -3.982 -0.975 -4.747  0.32
H7 -3.722 -0.309 -3.364  0.33

Computed properties:
LUMO level in eV: 0.722
ΔE to the lowest compared entry with this formula, charge and spin in kcal per mole: 16.4
E_HOMO in hartree: -0.349
HOMO-LUMO gap in eV: 10.23
Molar mass in g/mol: 77.08

DFT (the ωB97M-V functional and the def2-TZVPD basis) results for 3 unconnected molecules or ions with the total composition C3H10O3 in a non-equilibrium geometry.

Last column: Mulliken charge in e.
CARTESIAN COORDINATES (ANGSTROEM)
C1 -0.870 -1.111 1.101  -0.66
C2 0.361 -0.628 1.079  -0.16
C3 1.450 -0.983 0.074  -0.27
O1 0.824 -1.364 -1.151  -0.54
H1 -1.522 -0.636 1.830  0.28
H2 -1.351 -1.840 0.470  0.27
H3 0.563 0.186 1.763  0.28
H4 2.025 -0.057 -0.017  0.20
H5 2.068 -1.842 0.311  0.31
H6 0.268 -0.657 -1.488  0.30
O2 0.674 2.054 -0.265  -0.58
H7 0.734 1.943 -1.215  0.32
H8 0.806 2.980 -0.048  0.26
O3 -1.914 0.422 -1.047  -0.63
H9 -1.318 1.087 -0.693  0.34
H10 -2.799 0.445 -0.704  0.30

Computed properties:
LUMO level in eV: 0.322
ΔE to the lowest compared entry with this formula, charge and spin in kcal per mole: 29.1
E_HOMO in hartree: -0.336
HOMO-LUMO gap in eV: 9.47
Molar mass in g/mol: 94.11

DFT (the ωB97M-V functional and the def2-TZVPD basis) results for a single C5H9NO molecule.

Last column: Mulliken charge in e.
CARTESIAN COORDINATES (ANGSTROEM)
O1 1.374 -1.541 1.274  -0.53
C1 0.784 -0.341 0.822  0.27
C2 1.199 0.025 -0.622  -0.86
C3 -0.044 0.658 -1.193  -0.17
N1 -0.635 1.658 -0.293  -0.58
C4 -1.217 0.319 -0.355  -0.07
C5 -0.773 -0.503 0.818  -1.13
H1 0.588 -2.087 1.326  0.34
H2 1.061 0.473 1.502  0.28
H3 2.073 0.687 -0.668  0.30
H4 1.451 -0.894 -1.167  0.28
H5 -0.146 0.790 -2.265  0.44
H6 -1.211 2.308 -0.812  0.25
H7 -2.199 0.175 -0.799  0.44
H8 -1.209 -0.177 1.768  0.29
H9 -1.096 -1.551 0.665  0.44

Computed properties:
LUMO level in eV: 1.002
ΔE to the lowest compared entry with this formula, charge and spin in kcal per mole: 44.1
E_HOMO in hartree: -0.348
HOMO-LUMO gap in eV: 10.46
Molar mass in g/mol: 99.13

DFT (the ωB97M-V functional and the def2-TZVPD basis) results for a single C3H4N2OS2 molecule in a non-equilibrium geometry.

Last column: Mulliken charge in e.
CARTESIAN COORDINATES (ANGSTROEM)
C1 2.012 0.046 0.058  -0.17
C2 2.066 -1.312 0.071  -0.29
C3 -0.289 -0.504 -0.026  0.30
N1 0.841 0.688 -0.016  -0.50
N2 -2.063 1.426 -0.315  -0.44
O1 -2.761 -0.665 0.887  -0.57
S1 0.452 -1.969 -0.101  -0.07
S2 -2.075 -0.244 -0.360  0.50
H1 2.996 0.501 0.090  0.35
H2 2.887 -1.966 0.277  0.39
H3 -2.211 2.076 0.561  0.26
H4 -1.852 1.924 -1.128  0.23

Computed properties:
LUMO level in eV: -0.278
ΔE to the lowest compared entry with this formula, charge and spin in kcal per mole: 81.1
E_HOMO in hartree: -0.331
HOMO-LUMO gap in eV: 8.72
Molar mass in g/mol: 148.21

DFT (the ωB97M-V functional and the def2-TZVPD basis) results for a molecular structure, C20H24N8O4S4Sr in a non-equilibrium geometry.

Last column: Mulliken charge in e.
CARTESIAN COORDINATES (ANGSTROEM)
Sr1 -0.834 0.284 0.624  1.46
C1 -2.450 -5.178 3.814  -0.55
C2 -1.196 -4.896 4.384  -0.51
C3 -0.352 -3.860 3.841  -0.59
C4 -0.892 -3.013 2.869  0.11
C5 -2.097 -3.441 2.121  -0.28
C6 -2.818 -4.542 2.618  -0.54
N1 -0.297 -1.681 2.745  0.88
N2 0.638 -1.450 3.532  -0.76
C7 1.173 -0.121 3.640  -0.17
C8 1.904 0.050 4.825  -0.30
C9 2.347 1.314 5.203  -0.48
C10 1.918 2.406 4.365  -0.61
C11 1.288 2.162 3.177  -0.35
C12 0.919 0.929 2.743  0.22
H1 -2.997 -5.983 4.199  0.42
H2 -0.826 -5.387 5.203  0.46
H3 0.625 -3.588 4.151  0.49
H4 -2.414 -2.898 1.239  0.38
H5 -3.743 -4.882 2.208  0.31
H6 2.221 -0.906 5.320  0.26
H7 2.906 1.533 6.136  0.29
H8 1.987 3.404 4.687  0.42
H9 0.970 3.021 2.600  0.21
C13 0.265 7.463 -0.803  -0.87
C14 -0.482 6.220 -0.382  -0.18
C15 0.008 4.835 -0.645  0.03
N3 -0.320 3.846 0.121  -0.64
N4 0.281 2.665 -0.265  0.19
C16 0.992 2.776 -1.397  0.25
N5 1.489 1.742 -2.039  -0.27
S1 0.870 4.403 -2.133  -0.28
H10 0.558 8.145 0.006  0.27
H11 -0.350 8.170 -1.499  0.22
H12 1.155 7.098 -1.367  0.29
H13 -1.559 6.206 -0.736  0.27
H14 -0.668 6.233 0.713  0.29
H15 1.417 0.700 -1.643  0.31
H16 2.069 1.956 -2.801  0.12
C17 2.595 -0.913 -5.244  -1.18
N6 1.457 -1.577 -4.753  0.02
C18 0.441 -1.973 -5.557  0.34
S2 0.551 -1.993 -7.231  -0.52
N7 -0.755 -2.331 -4.896  -0.01
C19 -1.799 -2.825 -5.634  -0.96
H17 3.264 -0.801 -4.356  0.35
H18 2.416 0.099 -5.644  0.25
H19 3.056 -1.586 -5.970  0.43
H20 1.479 -1.979 -3.768  0.39
H21 -0.762 -2.272 -3.931  0.10
H22 -1.686 -2.594 -6.748  0.27
H23 -2.769 -2.482 -5.190  0.29
H24 -1.776 -3.916 -5.568  0.32
O1 0.006 -2.467 -0.046  -0.51
S3 0.263 -1.557 -1.150  1.00
O2 1.160 -0.424 -0.590  -0.80
O3 -0.985 -0.910 -1.578  -0.83
O4 0.971 -2.255 -2.251  -0.86
S4 -3.861 -1.336 3.972  -0.49
C20 -3.603 -0.237 2.794  0.40
N8 -3.368 0.592 1.961  -0.74

Computed properties:
LUMO level in eV: 3.632
ΔE to the lowest compared entry with this formula, charge and spin in kcal per mole: 18.4
E_HOMO in hartree: -0.080
Total charge: -2
HOMO-LUMO gap in eV: 5.80
Molar mass in g/mol: 656.35